The following is a quantum chemistry calculation of a cluster of 2 separate species, C5H11N3O in total in a non-equilibrium geometry, from the OMol25 dataset.

XYZ file:
```
20
Properties=species:S:1:pos:R:3:mulliken_charge:R:1
C 0.37 -2.13 0.65 1.062
C 1.11 -2.91 1.69 -1.222
C 1.09 -1.59 -0.54 -1.117
N -1.18 -1.81 0.88 -0.449
N -0.57 -0.93 1.37 -0.209
H 1.38 -2.44 -1.16 0.364
H 1.47 -3.82 1.20 0.319
H 1.99 -2.37 2.07 0.285
H 0.47 -3.20 2.52 0.378
H 0.46 -0.93 -1.14 0.273
H 2.01 -1.06 -0.26 0.264
C -1.22 3.31 -1.57 -1.133
C -0.79 1.99 -0.98 0.686
N -0.64 1.98 0.36 -0.297
O -0.57 1.01 -1.66 -0.616
H -0.84 2.79 0.93 0.184
H -0.53 1.10 0.84 0.307
H -1.54 3.21 -2.61 0.303
H -0.41 4.04 -1.56 0.284
H -2.07 3.74 -1.02 0.336
```

Values from the calculation:
- relative energy (zero: lowest compared OMol25 entry of this formula, charge and spin) (eV) = 2.447
- Kohn-Sham gap (eV) = 9.6
- SMILES = CC1(C)N=N1.CC(N)=O

The following is a quantum chemistry calculation of the molecule C20H20BrF3N4O6S, from the OMol25 dataset.

XYZ file:
```
55
Properties=species:S:1:pos:R:3:mulliken_charge:R:1
C -2.21 -2.46 -5.28 -1.123
C -0.88 -1.82 -5.08 0.919
O -0.58 -0.69 -5.38 -0.586
O -0.02 -2.68 -4.50 -0.385
C 1.27 -2.19 -4.14 -0.936
C 1.44 -2.13 -2.65 0.666
C 0.67 -1.33 -1.90 0.790
N 0.84 -1.23 -0.53 0.768
C 0.05 -0.91 0.53 0.094
O -0.95 -0.26 0.63 -0.607
C 1.04 -1.58 1.51 -0.513
N 1.59 -0.71 2.50 -0.069
C 1.08 -0.68 3.76 0.600
O 0.40 -1.56 4.23 -0.650
C 1.40 0.61 4.51 -0.808
H 2.33 1.05 4.15 0.297
H 1.48 0.39 5.57 0.454
C 0.23 1.58 4.31 -0.683
N 0.09 1.97 2.92 0.729
C -1.04 2.27 2.23 0.369
C -0.62 2.55 0.93 0.227
C 0.77 2.40 0.95 -0.024
N 1.18 2.05 2.16 -1.049
C 1.79 2.52 -0.13 0.894
F 2.80 3.33 0.21 -0.306
F 2.36 1.31 -0.39 -0.215
F 1.31 2.96 -1.29 -0.277
Br -1.65 2.99 -0.56 -0.083
C -2.37 2.23 2.84 -0.537
C -3.51 3.07 2.32 -0.686
C -3.52 1.60 2.09 -0.519
H -4.20 0.99 2.66 0.292
H -3.32 1.22 1.10 0.143
H -3.33 3.73 1.48 0.175
H -4.18 3.48 3.06 0.279
H -2.35 2.08 3.91 0.574
H 0.40 2.48 4.91 0.257
H -0.69 1.10 4.63 0.389
H 2.02 0.14 2.16 0.381
H 0.63 -2.47 2.00 0.460
C 1.89 -1.85 0.25 -0.619
H 2.83 -1.30 0.21 0.333
S 2.16 -3.55 -0.33 -0.163
C 2.50 -3.01 -2.05 -1.327
H 2.59 -3.93 -2.62 0.536
H 3.48 -2.51 -2.04 0.328
C -0.48 -0.50 -2.43 -0.042
O -1.59 -0.91 -2.56 -0.598
O -0.08 0.73 -2.69 -0.369
H -0.80 1.28 -3.05 0.417
H 2.00 -2.88 -4.58 0.520
H 1.39 -1.19 -4.58 0.408
H -2.11 -3.53 -5.40 0.324
H -2.80 -2.26 -4.39 0.212
H -2.71 -2.02 -6.14 0.340
```

Values from the calculation:
- relative energy (zero: lowest compared OMol25 entry of this formula, charge and spin) (eV) = 0.000
- Kohn-Sham gap (eV) = 9.4
- SMILES = CC(=O)OCC1=C(C(=O)O)N2C(=O)[C@H](NC(=O)CCn3nc(C(F)(F)F)c(Br)c3C3CC3)[C@H]2SC1

The following is a quantum chemistry calculation of a structure of composition C31H40F4N3Na3O16S in a non-equilibrium geometry, from the OMol25 dataset.

XYZ file:
```
98
Properties=species:S:1:pos:R:3:mulliken_charge:R:1
O 1.71 0.32 4.21 -0.538
C 1.57 1.44 3.80 0.371
O 0.61 2.27 4.37 -0.453
C 2.37 2.07 2.68 -0.862
C 1.46 2.66 1.57 -0.631
C 1.37 1.81 0.34 1.009
C 1.14 2.14 -0.93 -0.133
C 0.88 3.56 -1.38 -1.213
C -0.43 3.96 -0.63 0.082
C -1.23 5.09 -1.30 -1.208
N -2.70 4.98 -1.09 -0.182
C -3.11 4.48 0.20 -1.119
C -3.45 2.98 0.20 1.163
C -3.81 2.39 1.40 -1.083
C -4.10 1.07 1.49 -1.066
C -4.08 0.24 0.39 -0.456
C -3.73 0.80 -0.80 -0.942
C -3.40 2.13 -0.89 0.207
O -3.04 2.55 -2.14 -0.599
C 1.12 0.89 -1.76 0.116
O 0.81 0.73 -2.90 -0.450
O 1.47 -0.17 -0.88 -0.237
C 1.50 0.32 0.36 0.564
O 1.56 -0.39 1.33 -0.675
H -0.23 1.81 4.27 0.305
H 2.99 2.85 3.13 0.488
H 3.04 1.35 2.22 0.444
H 0.47 2.91 1.98 0.246
H 1.90 3.62 1.28 0.545
H 1.73 4.21 -1.18 0.380
H 0.66 3.50 -2.45 0.516
H -0.17 4.32 0.37 0.322
H -0.98 3.02 -0.56 -0.029
H -1.07 5.09 -2.38 0.387
H -0.86 6.06 -0.96 0.387
H -3.06 5.91 -1.18 0.343
H -2.42 4.68 1.03 0.308
H -4.03 5.01 0.48 0.582
H -3.86 2.95 2.33 0.509
H -4.40 0.62 2.43 0.660
H -4.34 -0.80 0.43 1.105
H -3.68 0.22 -1.71 0.627
H -2.08 2.56 -2.21 0.185
Na -0.56 -1.45 1.53 0.910
C 3.22 -4.38 1.96 -0.545
C 3.17 -3.38 1.00 0.512
C 4.05 -3.39 -0.07 -0.835
C 4.99 -4.41 -0.19 -0.561
C 5.03 -5.41 0.78 -0.724
C 4.15 -5.40 1.85 -0.262
H 2.52 -4.37 2.80 0.324
H 2.44 -2.58 1.08 0.058
H 4.02 -2.60 -0.81 0.458
H 5.69 -4.42 -1.04 0.840
H 5.76 -6.21 0.69 0.411
H 4.19 -6.18 2.60 0.360
N -6.27 -3.07 1.03 0.914
O -6.31 -3.92 0.15 -0.638
O -5.16 -2.51 1.32 -0.578
O -7.29 -2.70 1.64 -0.666
Na -2.87 -3.04 0.38 0.854
O -7.19 0.03 0.66 -0.618
H -7.21 -0.85 1.10 0.271
H -8.09 0.16 0.34 0.331
F 6.68 -4.41 -2.38 -0.774
Na -6.88 1.81 -0.12 0.982
O 3.86 -6.33 -6.64 -0.637
C 4.03 -5.32 -6.01 0.473
O 3.52 -5.13 -4.78 -0.392
C 3.82 -3.78 -4.33 0.198
C 5.01 -3.35 -5.15 -0.406
C 4.79 -4.09 -6.46 -0.371
H 2.94 -3.16 -4.52 0.162
H 4.03 -3.79 -3.27 -0.053
H 5.08 -2.27 -5.26 0.243
H 5.93 -3.70 -4.68 0.266
H 4.16 -3.52 -7.15 0.172
H 5.73 -4.36 -6.94 0.317
C -3.41 -0.49 6.06 0.127
O -2.83 -1.55 5.89 -0.651
N -3.08 0.41 7.00 0.110
C -3.81 1.66 7.16 -0.964
C -1.96 0.13 7.89 -0.913
H -4.27 -0.19 5.44 0.327
H -3.13 2.50 7.02 0.338
H -4.23 1.71 8.16 0.350
H -4.61 1.72 6.43 0.316
H -1.05 -0.01 7.30 0.288
H -2.15 -0.79 8.44 0.297
H -1.82 0.95 8.59 0.385
C 2.07 1.49 -6.68 0.466
F 1.17 1.77 -5.70 -0.231
F 1.36 1.08 -7.74 -0.236
F 2.63 2.66 -7.03 -0.242
S 3.33 0.24 -6.16 1.248
O 2.54 -0.93 -5.83 -0.638
O 3.98 0.85 -5.01 -0.696
O 4.18 0.09 -7.31 -0.653
```

Values from the calculation:
- Kohn-Sham gap (eV) = 1.7